[1]
ORCA calculation (wB97M-V/def2-TZVPD) on an isolated molecule of C3H4N4O in a non-equilibrium geometry.

Positions of all 12 atoms, in Å:
O: -1.240 1.571 -1.517
N: -0.233 0.698 0.275
N: 0.485 -0.104 2.721
N: -0.041 -0.451 -1.718
N: 0.452 -0.503 0.368
C: -0.468 0.642 -1.030
C: 0.528 -1.179 -0.772
C: 0.723 -0.835 1.736
H: 0.983 -2.208 -0.876
H: -1.527 1.381 -2.424
H: 1.142 -1.723 1.863
H: -0.026 0.734 2.455

Results
HOMO-LUMO gap (eV): 10.340
E_tot (Ha): -410.95218
SMILES: [H]/N=C\n1cnc(O)n1
Energy relative to the best compared isomer or geometry (same formula, charge and spin) (kJ/mol): 134.2
HOMO level (eV): -9.6

[2]
ORCA calculation (wB97M-V/def2-TZVPD) on an isolated molecule of C3H4N4O2 in a non-equilibrium geometry.

Positions of all 13 atoms, in Å:
O: -3.305 -0.039 -1.702
O: 0.538 1.309 -1.205
N: -1.303 -0.026 -0.273
N: 0.979 -0.276 0.426
N: 1.976 1.139 -0.798
N: 2.125 0.315 0.055
C: -2.237 0.577 -1.276
C: 0.823 -1.138 1.629
C: -0.003 0.309 -0.480
H: 1.741 -1.789 1.799
H: -1.950 1.496 -2.008
H: 0.646 -0.225 2.504
H: -0.031 -1.653 1.329

Results
HOMO-LUMO gap (eV): 9.910
E_tot (Ha): -486.05350
SMILES: Cn1nno/c1=N\C=O
Energy relative to the best compared isomer or geometry (same formula, charge and spin) (kJ/mol): 456.0
HOMO level (eV): -9.8

[3]
ORCA calculation (wB97M-V/def2-TZVPD) on an isolated molecule of C3H4N4O2 in a non-equilibrium geometry.

Positions of all 13 atoms, in Å:
O: -2.214 0.766 0.668
O: -2.283 2.269 -0.899
N: -1.745 1.404 -0.273
N: -0.436 1.219 -0.596
N: -0.101 -0.767 0.759
N: 1.794 -1.560 0.035
C: 0.826 -1.675 0.927
C: 0.333 0.094 -0.245
C: 1.586 -0.421 -0.705
H: -0.661 -0.555 1.578
H: -0.068 1.772 -1.457
H: 0.608 -2.510 1.570
H: 2.363 -0.036 -1.361

Results
HOMO-LUMO gap (spin up / spin down) (eV): 8.861 / 8.860
E_tot (Ha): -486.08804
SMILES: O=[N+]([O-])Nc1cnc[nH]1
Energy relative to the best compared isomer or geometry (same formula, charge and spin) (kJ/mol): 365.3
HOMO level (spin up / spin down) (eV): -8.6 / -8.6

[4]
ORCA calculation (wB97M-V/def2-TZVPD) on a cluster of 2 separate species, C3H4N4O2S in total in a non-equilibrium geometry.

Positions of all 14 atoms, in Å:
S: -0.784 -1.861 2.163
O: -3.196 1.996 -0.808
O: -0.912 1.875 -0.858
N: -1.198 -1.625 -0.438
N: 0.378 -0.371 -1.162
N: -0.740 -0.988 -1.455
N: 0.638 -0.651 0.236
C: -0.471 -1.441 0.616
C: 1.641 0.144 1.021
C: -2.069 1.915 -0.824
H: 1.342 1.164 1.026
H: 1.863 -0.518 1.862
H: 0.958 0.188 -1.803
H: 2.547 0.172 0.422

Results
HOMO-LUMO gap (spin up / spin down) (eV): 8.157 / 8.158
E_tot (Ha): -884.34208
SMILES: Cn1[nH]nnc1=S.O=C=O
Energy relative to the best compared isomer or geometry (same formula, charge and spin) (kJ/mol): 178.5
HOMO level (spin up / spin down) (eV): -8.2 / -8.2

[5]
ORCA calculation (wB97M-V/def2-TZVPD) on a cluster of 2 separate species, C3H4N5O2S in total in a non-equilibrium geometry.

Positions of all 15 atoms, in Å:
S: -1.662 0.848 -1.126
O: -2.692 3.442 -0.853
O: -1.325 4.326 0.606
N: -4.513 2.357 0.316
N: -4.228 1.297 0.217
N: 0.644 0.585 0.108
N: -1.726 3.489 -0.138
N: 0.008 -1.404 -1.094
C: 0.187 1.821 0.387
C: -0.936 2.188 -0.206
C: -0.390 -0.203 -0.634
H: 0.944 -1.680 -0.865
H: 1.597 0.278 0.099
H: 0.787 2.493 0.975
H: -0.554 -1.879 -1.768

Results
HOMO-LUMO gap (eV): 9.337
E_tot (Ha): -938.81886
Energy relative to the best compared isomer or geometry (same formula, charge and spin) (kJ/mol): 66.4
HOMO level (eV): -14.2
Charge: +1

[6]
ORCA calculation (wB97M-V/def2-TZVPD) on the ion C3H4NO with charge +1 in a non-equilibrium geometry.

Positions of all 9 atoms, in Å:
O: -1.116 -0.998 0.238
N: -0.572 1.090 0.107
C: 0.284 -0.865 -0.165
C: -1.673 0.192 0.298
C: 0.505 0.624 -0.131
H: -0.262 2.103 0.232
H: 1.537 0.798 -0.175
H: 0.927 -1.334 0.646
H: 0.370 -1.610 -1.050

Results
HOMO-LUMO gap (eV): 8.967
E_tot (Ha): -246.26692
Energy relative to the best compared isomer or geometry (same formula, charge and spin) (kJ/mol): 328.6
HOMO level (eV): -15.5
Charge: +1

[7]
ORCA calculation (wB97M-V/def2-TZVPD) on the ion C3H4NO with charge +1 in a non-equilibrium geometry.

Positions of all 9 atoms, in Å:
O: 1.121 0.720 0.059
N: 0.017 -1.233 0.209
C: -0.162 1.040 0.144
C: -0.937 -0.153 0.102
C: 1.139 -0.646 0.021
H: -1.948 -0.239 0.512
H: -1.075 -0.267 -1.013
H: 2.196 -1.275 -0.283
H: -0.351 2.054 0.249

Results
HOMO-LUMO gap (eV): 10.153
E_tot (Ha): -246.33308
Energy relative to the best compared isomer or geometry (same formula, charge and spin) (kJ/mol): 154.9
HOMO level (eV): -17.1
Charge: +1

[8]
ORCA calculation (wB97M-V/def2-TZVPD) on the ion C3H4NO with charge +1 in a non-equilibrium geometry.

Positions of all 9 atoms, in Å:
O: -0.788 -1.375 -0.436
N: 0.369 0.583 0.248
C: 1.480 0.063 0.292
C: -0.944 0.032 0.000
C: 0.239 -1.955 -0.598
H: -1.682 0.171 0.810
H: 0.233 1.654 0.309
H: -1.346 0.503 -1.018
H: 2.439 0.324 0.393

Results
HOMO-LUMO gap (eV): 8.992
E_tot (Ha): -246.21292
Energy relative to the best compared isomer or geometry (same formula, charge and spin) (kJ/mol): 470.4
HOMO level (eV): -14.2
Charge: +1